{"formula": "C30H56BNO6PS", "method": "ωB97M-V/def2-TZVPD", "max_force_ev_per_a": 0.9, "orbital_gap_ev": 7.707, "total_charge": 1, "species": ["C", "C", "C", "C", "P", "S", "C", "C", "C", "O", "N", "C", "C", "C", "C", "C", "C", "B", "C", "O", "H", "H", "H", "H", "H", "H", "H", "H", "H", "H", "H", "H", "H", "H", "H", "H", "H", "H", "H", "H", "H", "H", "H", "H", "C", "C", "C", "O", "C", "H", "H", "H", "H", "H", "H", "H", "H", "C", "C", "C", "O", "C", "H", "H", "H", "H", "H", "H", "H", "H", "C", "C", "C", "O", "C", "H", "H", "H", "H", "H", "H", "H", "H", "C", "C", "C", "O", "C", "H", "H", "H", "H", "H", "H", "H", "H"], "xyz": [[1.537, 0.995, -2.220], [1.516, 0.347, -3.612], [0.139, 0.428, -4.291], [-0.742, -0.758, -3.890], [-2.367, -0.752, -4.708], [-2.811, -2.570, -5.588], [-3.672, -0.393, -3.521], [-4.157, -1.612, -2.732], [-5.159, -1.208, -1.657], [-4.788, -0.907, -0.547], [-6.508, -1.251, -2.020], [-6.824, -0.628, -3.284], [-6.988, 0.753, -3.362], [-7.221, 1.352, -4.593], [-7.280, 0.577, -5.746], [-7.129, -0.805, -5.660], [-6.911, -1.409, -4.428], [-2.439, 0.640, -6.103], [-2.858, 2.081, -5.692], [-2.140, 0.207, -7.340], [0.855, 1.847, -2.170], [1.211, 0.285, -1.460], [2.532, 1.327, -1.938], [2.260, 0.806, -4.261], [1.770, -0.708, -3.493], [-0.345, 1.360, -3.987], [0.257, 0.455, -5.378], [-0.267, -1.704, -4.157], [-0.920, -0.766, -2.811], [-2.090, -2.291, -6.683], [-3.299, 0.393, -2.858], [-4.491, 0.043, -4.099], [-4.579, -2.367, -3.394], [-3.321, -2.061, -2.191], [-7.017, -0.816, -1.255], [-6.923, 1.355, -2.463], [-7.349, 2.424, -4.660], [-7.468, 1.030, -6.709], [-7.191, -1.417, -6.548], [-6.800, -2.483, -4.346], [-2.291, 2.427, -4.826], [-3.908, 2.076, -5.374], [-2.766, 2.800, -6.505], [-2.246, 0.898, -8.007], [1.998, 3.196, 2.374], [2.290, 1.836, 3.007], [2.053, 0.893, 1.839], [2.399, 1.625, 0.654], [2.562, 3.012, 0.973], [2.453, 4.033, 2.902], [0.918, 3.365, 2.331], [3.334, 1.790, 3.323], [1.667, 1.601, 3.864], [0.999, 0.596, 1.781], [2.660, -0.009, 1.889], [3.626, 3.261, 0.939], [2.045, 3.614, 0.222], [3.927, 7.854, 0.561], [5.426, 7.907, 0.270], [5.889, 6.563, 0.815], [4.796, 5.657, 0.634], [3.616, 6.387, 0.297], [3.335, 8.527, -0.058], [3.739, 8.099, 1.608], [5.600, 7.960, -0.807], [5.934, 8.747, 0.738], [6.124, 6.625, 1.883], [6.761, 6.167, 0.294], [3.387, 6.213, -0.760], [2.783, 6.016, 0.897], [1.463, -2.730, 5.892], [2.836, -2.177, 6.267], [3.152, -1.299, 5.064], [1.896, -0.807, 4.587], [0.827, -1.527, 5.210], [0.887, -3.086, 6.744], [1.573, -3.559, 5.195], [2.766, -1.568, 7.171], [3.585, -2.949, 6.432], [3.633, -1.876, 4.266], [3.791, -0.450, 5.309], [0.336, -0.869, 5.936], [0.097, -1.802, 4.447], [2.248, -8.207, 6.458], [1.603, -8.184, 5.073], [0.901, -6.832, 5.086], [1.695, -5.977, 5.910], [2.660, -6.751, 6.627], [3.089, -8.893, 6.539], [1.509, -8.483, 7.213], [2.373, -8.205, 4.299], [0.917, -9.011, 4.895], [-0.103, -6.911, 5.519], [0.814, -6.386, 4.094], [3.651, -6.568, 6.198], [2.669, -6.426, 7.668]], "forces_ev_per_a": [[-0.21, -0.29, -0.16], [-0.24, 0.13, 0.26], [0.14, -0.03, 0.08], [-0.11, -0.11, 0.04], [0.30, 0.20, -0.23], [-0.14, -0.17, 0.16], [-0.38, -0.01, -0.09], [0.29, -0.04, 0.19], [-0.01, -0.21, -0.02], [-0.11, -0.09, -0.16], [0.34, 0.82, 0.26], [-0.08, -0.23, -0.11], [-0.02, -0.07, -0.04], [0.04, -0.07, -0.08], [0.01, -0.24, 0.03], [0.05, 0.10, 0.08], [0.03, 0.09, 0.00], [0.07, 0.21, -0.10], [-0.16, -0.20, 0.06], [-0.15, 0.00, 0.27], [0.13, 0.12, -0.01], [0.03, 0.08, 0.08], [-0.02, -0.03, 0.05], [0.01, 0.00, -0.02], [0.26, 0.00, -0.23], [0.00, 0.05, -0.10], [-0.05, -0.06, -0.02], [0.04, 0.02, 0.03], [0.03, -0.06, 0.00], [0.04, 0.08, -0.09], [0.08, -0.05, 0.03], [-0.04, -0.03, 0.03], [-0.06, 0.07, -0.06], [-0.03, -0.01, 0.00], [-0.19, -0.23, -0.02], [0.00, -0.01, 0.01], [-0.03, 0.02, 0.05], [0.00, 0.08, 0.01], [-0.03, 0.01, -0.04], [-0.06, 0.01, 0.01], [0.03, 0.10, -0.04], [0.00, 0.01, -0.02], [0.07, 0.06, 0.02], [0.13, -0.07, -0.14], [-0.07, -0.04, -0.03], [0.09, 0.18, -0.02], [-0.03, 0.02, -0.02], [-0.08, 0.02, 0.05], [0.13, -0.04, 0.03], [0.03, -0.01, 0.00], [0.00, 0.01, 0.00], [0.00, -0.02, 0.00], [-0.02, -0.03, 0.02], [0.01, -0.01, 0.02], [0.01, -0.01, -0.01], [-0.01, 0.07, 0.00], [-0.01, -0.05, -0.04], [0.03, 0.00, 0.05], [-0.02, -0.02, -0.05], [0.01, 0.00, 0.03], [-0.02, 0.02, 0.03], [0.02, -0.01, -0.06], [0.01, 0.00, -0.02], [-0.01, 0.00, 0.00], [0.00, 0.00, 0.00], [-0.01, 0.01, 0.02], [0.01, 0.02, 0.00], [0.00, -0.03, 0.00], [-0.04, 0.04, 0.00], [0.01, -0.03, 0.01], [0.01, 0.09, -0.08], [-0.03, 0.03, 0.06], [0.01, -0.03, -0.02], [-0.04, -0.07, 0.00], [0.03, 0.01, 0.08], [0.00, -0.01, 0.01], [-0.02, -0.03, 0.00], [0.01, 0.00, 0.00], [-0.01, -0.02, -0.02], [0.01, -0.01, 0.02], [-0.01, 0.02, -0.02], [-0.01, -0.02, 0.00], [0.01, 0.02, -0.02], [-0.05, 0.00, 0.01], [0.05, 0.01, -0.01], [-0.02, -0.02, 0.04], [0.02, -0.03, 0.00], [0.02, -0.01, -0.03], [0.01, 0.00, -0.02], [0.00, 0.01, 0.00], [0.00, 0.01, 0.00], [-0.01, -0.01, 0.02], [0.00, -0.02, -0.02], [0.00, 0.02, 0.01], [0.01, -0.02, 0.01], [-0.01, 0.02, 0.00]], "lowdin_charge": [-0.097, -0.236, -0.253, -0.299, 0.753, 0.624, -0.305, -0.150, -0.468, 0.107, 0.127, -0.274, -0.027, -0.077, -0.082, -0.067, -0.034, -0.591, -0.005, 0.128, 0.075, 0.072, 0.074, 0.110, 0.108, 0.100, 0.112, 0.097, 0.108, -0.136, 0.126, 0.075, 0.085, 0.128, 0.148, 0.125, 0.110, 0.106, 0.109, 0.122, 0.073, 0.074, 0.081, 0.131, -0.163, -0.171, -0.201, -0.170, -0.209, 0.111, 0.114, 0.119, 0.102, 0.118, 0.113, 0.113, 0.110, -0.167, -0.168, -0.200, -0.153, -0.217, 0.111, 0.115, 0.113, 0.112, 0.118, 0.117, 0.118, 0.107, -0.170, -0.160, -0.202, -0.169, -0.195, 0.115, 0.098, 0.115, 0.111, 0.118, 0.117, 0.118, 0.115, -0.168, -0.169, -0.206, -0.164, -0.202, 0.112, 0.115, 0.113, 0.111, 0.118, 0.115, 0.118, 0.118]}

***

{"formula": "C21H24F2N7ORuS3", "method": "ωB97M-V/def2-TZVPD", "max_force_ev_per_a": 0.8, "e_above_lowest_kcal_mol": 14.35, "orbital_gap_ev": [7.393, 7.345], "spin_multiplicity": 2, "species": ["Ru", "N", "C", "S", "N", "N", "C", "C", "C", "C", "C", "C", "N", "H", "H", "H", "H", "H", "H", "H", "S", "C", "N", "C", "C", "C", "C", "C", "C", "S", "H", "H", "H", "H", "C", "N", "C", "C", "C", "N", "C", "C", "O", "H", "H", "H", "H", "H", "H", "H", "H", "H", "H", "H", "H", "F", "C", "F", "H"], "xyz": [[-1.124, 1.212, 0.773], [-5.191, 2.945, 1.029], [-4.039, 2.253, 1.210], [-2.561, 3.024, 0.768], [-4.140, 1.075, 1.780], [-2.915, 0.532, 1.974], [-2.848, -0.562, 2.627], [-1.514, -0.989, 3.014], [-1.258, -2.190, 3.665], [0.034, -2.471, 4.064], [1.026, -1.535, 3.816], [0.687, -0.364, 3.154], [-0.550, -0.095, 2.750], [-5.189, 3.688, 0.355], [-6.048, 2.435, 1.164], [-3.743, -1.071, 2.972], [-2.071, -2.880, 3.852], [0.264, -3.400, 4.570], [2.047, -1.699, 4.132], [1.431, 0.387, 2.936], [-2.690, 0.003, -1.063], [-1.545, 0.913, -1.879], [-0.725, 1.691, -1.208], [0.247, 2.292, -1.999], [1.267, 3.152, -1.600], [2.139, 3.651, -2.550], [2.014, 3.312, -3.897], [1.001, 2.464, -4.310], [0.125, 1.962, -3.358], [-1.222, 0.882, -3.594], [1.397, 3.413, -0.560], [2.934, 4.316, -2.238], [2.707, 3.714, -4.623], [0.891, 2.198, -5.353], [2.684, 0.121, -1.090], [2.053, -1.185, -1.031], [2.653, -2.214, -1.860], [2.255, -3.587, -1.367], [0.746, -3.645, -1.277], [0.239, -2.544, -0.474], [-1.010, -2.789, 0.219], [0.846, -1.331, -0.412], [0.345, -0.381, 0.203], [3.711, 0.046, -0.726], [2.139, 0.822, -0.471], [2.701, 0.494, -2.119], [3.737, -2.087, -1.814], [2.355, -2.080, -2.908], [2.690, -3.764, -0.381], [2.623, -4.356, -2.047], [0.423, -4.574, -0.804], [0.300, -3.617, -2.278], [-0.871, -3.579, 0.963], [-1.782, -3.090, -0.492], [-1.341, -1.877, 0.701], [1.476, 2.114, 1.517], [0.139, 2.544, 1.577], [-0.089, 2.773, 2.911], [0.140, 3.524, 1.089]], "forces_ev_per_a": [[-0.70, -0.04, -0.33], [0.02, 0.03, -0.05], [-0.16, -0.09, 0.10], [-0.01, 0.03, -0.04], [0.16, 0.11, -0.22], [-0.01, 0.10, 0.23], [-0.12, -0.03, 0.18], [0.20, 0.14, 0.20], [-0.14, -0.03, 0.06], [0.01, 0.01, 0.00], [0.00, 0.04, 0.01], [0.06, -0.03, -0.03], [0.07, -0.26, -0.10], [-0.02, 0.02, 0.01], [0.01, 0.00, 0.01], [0.02, -0.01, -0.03], [0.01, 0.00, 0.00], [0.00, 0.00, 0.01], [0.01, 0.01, 0.00], [0.02, 0.03, -0.07], [-0.26, -0.27, -0.06], [0.03, -0.20, -0.35], [0.64, 0.34, 0.26], [-0.17, 0.15, -0.15], [-0.01, 0.03, 0.08], [-0.02, -0.03, 0.00], [-0.01, -0.02, -0.01], [0.01, 0.00, -0.03], [0.00, 0.01, 0.06], [0.00, 0.02, -0.03], [-0.03, -0.03, 0.00], [0.00, 0.00, 0.00], [0.00, 0.00, 0.00], [0.00, 0.00, 0.00], [-0.01, -0.02, -0.02], [0.00, 0.01, -0.02], [0.01, -0.01, 0.02], [0.00, 0.01, -0.01], [-0.01, 0.01, 0.01], [0.03, -0.17, 0.02], [0.01, 0.09, -0.09], [-0.10, 0.11, -0.15], [0.22, -0.09, 0.32], [0.01, 0.01, -0.02], [0.01, -0.03, 0.05], [0.00, 0.01, 0.01], [0.00, 0.00, -0.01], [0.00, 0.01, 0.00], [0.00, 0.00, 0.00], [0.00, 0.00, 0.00], [0.00, 0.00, 0.00], [-0.01, -0.01, 0.00], [-0.04, 0.03, 0.01], [-0.01, -0.03, -0.01], [0.02, -0.06, -0.04], [0.07, 0.02, -0.04], [0.14, 0.01, 0.09], [0.05, 0.04, 0.10], [-0.03, 0.04, 0.08]], "nbo_charge": [0.629, -0.786, 0.293, -0.018, -0.425, -0.183, 0.002, 0.163, -0.242, -0.157, -0.269, 0.091, -0.425, 0.400, 0.401, 0.201, 0.222, 0.219, 0.224, 0.229, -0.175, -0.080, -0.525, 0.203, -0.251, -0.199, -0.230, -0.217, -0.240, 0.395, 0.233, 0.216, 0.216, 0.220, -0.412, -0.440, -0.202, -0.415, -0.202, -0.439, -0.407, 0.829, -0.710, 0.193, 0.255, 0.195, 0.207, 0.187, 0.210, 0.223, 0.207, 0.191, 0.186, 0.206, 0.247, -0.411, 0.429, -0.373, 0.111]}

***

{"formula": "C13H25N4O2OsP2", "method": "ωB97M-V/def2-TZVPD", "max_force_ev_per_a": 3.9, "e_above_lowest_kcal_mol": 0.00, "orbital_gap_ev": [5.268, 6.075], "spin_multiplicity": 5, "total_charge": 1, "species": ["C", "C", "N", "C", "C", "C", "C", "P", "Os", "P", "C", "O", "O", "H", "H", "H", "C", "C", "H", "H", "H", "H", "C", "C", "H", "H", "H", "H", "H", "H", "H", "H", "H", "H", "H", "H", "H", "H", "H", "H", "H", "H", "N", "C", "N", "C", "N"], "xyz": [[1.003, -1.311, -3.264], [1.059, -0.951, -1.893], [-0.132, -0.850, -1.178], [-1.309, -1.098, -1.786], [-1.378, -1.445, -3.134], [-0.209, -1.535, -3.886], [2.263, -0.605, -1.249], [2.229, -0.324, 0.518], [-0.035, -0.246, 0.834], [-2.296, -0.053, 0.588], [-2.584, -0.992, -0.979], [1.966, 2.324, -2.351], [-0.608, 2.572, -1.835], [1.959, -1.380, -3.784], [-2.366, -1.618, -3.559], [-0.260, -1.773, -4.946], [3.035, -1.741, 1.345], [3.308, 1.106, 0.847], [-3.357, -0.473, -1.563], [-2.968, -1.991, -0.719], [2.306, 1.388, -2.254], [3.194, -0.715, -1.807], [-3.286, -0.822, 1.890], [-3.038, 1.550, 0.208], [0.497, 1.334, 0.300], [-0.793, 3.526, -1.762], [0.380, 2.514, -2.097], [2.273, 2.615, -3.230], [-0.021, -1.872, 1.172], [-0.557, 1.336, 0.472], [4.062, -1.859, 0.985], [3.032, -1.572, 2.428], [2.458, -2.644, 1.120], [4.354, 0.851, 0.623], [2.991, 1.952, 0.223], [3.215, 1.371, 1.909], [-4.075, 1.411, -0.118], [-3.011, 2.162, 1.116], [-2.449, 2.036, -0.580], [-4.349, -0.823, 1.622], [-2.943, -1.848, 2.057], [-3.137, -0.245, 2.810], [0.029, 0.208, 2.675], [-0.056, 0.301, 3.851], [-0.267, 0.694, 5.029], [-0.115, 0.025, 6.149], [-0.015, -0.491, 7.205]], "forces_ev_per_a": [[2.93, 0.82, 2.35], [0.26, 0.04, -1.25], [2.25, 0.97, 2.69], [-2.60, -0.26, -0.51], [1.10, 0.02, -0.76], [-3.50, -0.66, -1.49], [-0.20, -0.53, -0.13], [2.03, -1.23, -1.15], [0.59, 0.40, -0.27], [-2.39, -1.36, -1.53], [0.17, -0.05, 0.07], [1.16, -1.10, -0.43], [1.10, 0.52, -0.11], [-0.32, -0.03, 0.05], [0.32, 0.01, -0.07], [0.02, 0.03, 0.29], [0.07, 0.13, -0.14], [-0.26, 0.04, 0.18], [0.08, -0.21, 0.15], [0.02, 0.18, 0.05], [-0.63, 1.24, -0.19], [-0.12, 0.02, 0.17], [-0.10, 0.06, 0.13], [0.12, 0.18, 0.41], [-1.28, 0.23, 0.23], [0.15, -0.58, -0.14], [-1.72, 0.09, 0.40], [-0.17, -0.13, 0.49], [-0.23, 0.13, 0.08], [1.31, 0.81, -0.51], [-0.14, 0.02, 0.14], [0.05, -0.05, -0.17], [0.11, 0.21, 0.05], [-0.31, 0.02, 0.06], [0.09, -0.18, 0.20], [0.13, 0.03, -0.26], [0.22, 0.03, 0.12], [-0.11, 0.10, -0.17], [-0.13, -0.16, 0.11], [0.17, 0.04, 0.08], [-0.03, 0.22, -0.07], [-0.14, -0.14, -0.08], [0.07, -0.40, -0.17], [-0.62, 1.25, 2.43], [0.46, -0.46, -1.99], [0.23, -1.56, 3.31], [-0.22, 1.24, -2.65]], "nbo_charge": [-0.185, 0.152, -0.578, 0.125, -0.125, -0.322, -0.597, 1.118, 0.335, 1.156, -0.739, -0.957, -1.014, 0.218, 0.227, 0.231, -0.937, -0.951, 0.254, 0.254, 0.500, 0.246, -0.947, -0.975, 0.108, 0.474, 0.505, 0.501, -0.086, 0.110, 0.250, 0.254, 0.265, 0.261, 0.266, 0.258, 0.259, 0.250, 0.291, 0.259, 0.268, 0.254, -0.526, 0.678, -0.491, 0.382, -0.280]}